Density functional theory data (wB97M-V/def2-TZVPD) for a structure of composition C57H52FeN5P3S2.

Each line ends with the Löwdin charge.
Positions of all 120 atoms, in Å:
1 Fe 0.88968 -0.95659 0.87497  0.092
2 N 3.94696 2.44809 0.28577  0.105
3 C 3.12862 1.79572 1.14061  -0.850
4 S 3.02656 0.06314 1.00454  0.733
5 N 2.53129 2.45383 2.09854  -0.054
6 N 1.65710 1.67082 2.73962  -0.094
7 C 1.37468 1.75481 3.98246  -0.093
8 C 0.76890 0.54502 4.49271  -0.270
9 C 1.12668 0.11871 5.84815  -0.010
10 C 1.07916 -1.16179 6.22092  -0.026
11 C 0.70455 -2.24809 5.27023  -0.172
12 C 0.28587 -1.62347 3.91264  -0.228
13 N 0.17068 -0.24306 3.66522  0.136
14 H 4.56575 1.89475 -0.28077  0.075
15 H 4.24162 3.37546 0.53941  0.101
16 H 1.79017 2.50204 4.66279  0.121
17 H 1.41098 0.89180 6.54716  0.104
18 H 1.31856 -1.45494 7.23411  0.108
19 H -0.01384 -2.93765 5.72260  0.141
20 H -0.52013 -2.17470 3.41516  0.147
21 C -0.65844 5.80116 -4.36610  -0.413
22 S -1.52529 4.23726 -4.67279  0.789
23 C -1.55853 3.65467 -2.94369  -0.515
24 C -2.06886 2.23294 -2.80037  -0.236
25 C -1.89977 1.76683 -1.35007  -0.254
26 N -0.50113 1.56338 -1.01715  -0.422
27 P 0.43095 0.10694 -1.09974  0.982
28 C -0.13977 -0.85281 -2.62508  -0.388
29 C -1.62699 -1.25299 -2.83129  -0.128
30 C -1.98732 -1.72339 -4.26434  -0.117
31 C -0.84440 -1.97030 -5.26008  -0.118
32 C 0.54754 -1.43740 -4.79473  -0.172
33 C 0.43273 -0.31172 -3.86964  0.011
34 C 1.96333 0.73159 -1.90717  -0.380
35 C 3.06130 -0.12459 -1.97462  -0.175
36 C 4.21555 0.25731 -2.63015  -0.083
37 C 4.31042 1.52043 -3.19183  -0.093
38 C 3.24097 2.39428 -3.08937  -0.084
39 C 2.07503 2.00299 -2.45293  -0.115
40 P 0.25230 2.33933 0.34937  1.067
41 C -0.97085 2.07320 1.68132  -0.355
42 C -1.19338 3.06140 2.63611  -0.122
43 C -2.08669 2.84164 3.66494  -0.079
44 C -2.76398 1.63584 3.75368  -0.083
45 C -2.49566 0.62520 2.84767  -0.085
46 C -1.57658 0.83409 1.83599  -0.127
47 C -0.08947 4.11332 -0.02019  -0.336
48 C -1.28324 4.79838 0.19462  -0.119
49 C -1.37548 6.14816 -0.09656  -0.080
50 C -0.28558 6.83075 -0.61138  -0.088
51 C 0.90578 6.15806 -0.82925  -0.083
52 C 1.00187 4.81198 -0.52782  -0.108
53 H -0.54492 6.29715 -5.32346  0.024
54 H 0.31651 5.59939 -3.93060  0.024
55 H -1.24849 6.41574 -3.69207  0.028
56 H -2.17456 4.35408 -2.37480  0.078
57 H -0.53278 3.71394 -2.58046  0.042
58 H -1.50501 1.57426 -3.46147  0.083
59 H -3.12017 2.18076 -3.08767  0.116
60 H -2.49102 0.86555 -1.16744  0.090
61 H -2.29231 2.53827 -0.68251  0.101
62 H -2.34803 -0.54263 -2.43944  0.112
63 H -2.90030 -1.28679 -4.66605  0.144
64 H -1.10786 -1.86797 -6.31042  0.142
65 H 1.24044 -1.31081 -5.62375  0.147
66 H 0.44313 0.71615 -4.17015  0.111
67 H 3.01888 -1.09130 -1.49158  0.070
68 H 5.04444 -0.43215 -2.69291  0.106
69 H 5.21026 1.81562 -3.71168  0.100
70 H 3.30887 3.38082 -3.52610  0.103
71 H 1.23398 2.67874 -2.40328  0.074
72 H -0.65004 3.99418 2.57779  0.110
73 H -2.25741 3.61480 4.39924  0.102
74 H -3.47895 1.47533 4.54652  0.100
75 H -2.97969 -0.33578 2.94179  0.094
76 H -1.30582 0.01797 1.16399  0.051
77 H -2.14670 4.29180 0.60385  0.104
78 H -2.30375 6.67197 0.08690  0.106
79 H -0.36109 7.88704 -0.82574  0.103
80 H 1.76296 6.68609 -1.22143  0.104
81 H 1.92839 4.27290 -0.67716  0.082
82 C -4.22688 -3.44182 2.11752  -0.078
83 C -3.22228 -4.37145 2.32707  -0.068
84 C -1.99219 -4.23213 1.70797  -0.054
85 C -1.74379 -3.14576 0.87284  -0.290
86 C -2.76135 -2.21365 0.67275  -0.129
87 C -3.99435 -2.36367 1.27774  -0.085
88 P -0.14661 -2.81357 0.03769  1.071
89 C -0.45406 -3.06075 -1.68396  -0.168
90 C 0.53317 -2.26993 -2.48708  -0.252
91 C 0.68945 -2.72265 -3.93735  -0.122
92 C -0.58499 -3.31951 -4.57320  -0.125
93 C -1.89278 -3.18114 -3.77462  -0.122
94 C -1.75660 -2.71465 -2.31533  -0.194
95 C 0.76604 -4.28049 0.63597  -0.296
96 C 0.69026 -5.59614 0.31308  -0.089
97 C 1.18679 -6.54426 1.26098  -0.084
98 C 1.58395 -6.17749 2.50444  -0.037
99 C 1.60633 -4.79916 2.92752  -0.173
100 C 1.81523 -4.38634 4.20343  0.016
101 C 1.91092 -2.94194 4.56692  -0.176
102 C 1.69909 -1.99425 3.36324  -0.225
103 C 1.45816 -2.48498 2.00699  -0.156
104 C 1.32847 -3.83886 1.87051  -0.235
105 H -5.18289 -3.55733 2.60690  0.104
106 H -3.39437 -5.22079 2.97289  0.106
107 H -1.22831 -4.97540 1.87708  0.100
108 H -2.57447 -1.36123 0.03162  0.088
109 H -4.77583 -1.63958 1.09718  0.109
110 H 1.50648 -2.22168 -1.98511  0.113
111 H 1.59069 -3.31046 -4.09847  0.148
112 H -0.43568 -4.24453 -5.12321  0.141
113 H -2.64746 -3.93146 -3.99955  0.144
114 H -2.64597 -2.93810 -1.72813  0.132
115 H 0.23937 -5.93079 -0.60912  0.103
116 H 1.17386 -7.59059 0.98649  0.100
117 H 1.88438 -6.92831 3.22187  0.109
118 H 2.02807 -5.10888 4.97931  0.108
119 H 2.85465 -2.77114 5.09690  0.144
120 H 2.36630 -1.13212 3.40415  0.112

Forces on the atoms, in the same order (eV/Å):
Fe 0.1 -0.5 -0.8
N 0.1 0.1 0.1
C -0.4 -0.6 0.4
S 0.5 -0.6 0.2
N 0.4 1.4 0.4
N 0.2 -0.8 0.5
C 0.7 0.9 -0.6
C -1.0 -1.1 -0.4
C 0.0 -0.2 0.3
C 0.1 0.0 0.0
C -0.2 -0.1 0.2
C 0.2 -0.5 0.1
N 0.3 1.1 0.6
H 0.0 0.0 0.0
H 0.0 0.1 0.1
H 0.0 0.0 -0.1
H 0.1 0.0 0.1
H 0.0 0.1 0.2
H 0.0 0.0 0.0
H 0.1 -0.1 0.1
C -0.3 -0.4 0.0
S 0.0 -0.1 0.2
C 0.1 0.2 -0.5
C 0.0 0.1 0.2
C -0.2 -0.1 -0.4
N 0.5 -0.3 0.6
P -0.1 0.9 -1.3
C 0.1 0.1 0.8
C -0.1 0.3 0.3
C -0.4 0.3 -0.4
C 0.1 0.3 -0.4
C 0.1 0.1 -0.5
C 0.1 -0.1 -0.4
C 0.2 0.0 0.1
C -0.1 -0.1 -0.1
C 0.1 -0.1 0.0
C 0.0 0.1 -0.1
C 0.1 0.1 -0.1
C -0.2 -0.2 0.0
P -0.9 0.4 -0.4
C 0.1 0.1 -0.2
C -0.1 -0.1 0.0
C 0.0 0.1 0.1
C -0.1 -0.1 0.0
C -0.2 0.0 0.0
C -0.1 0.3 -0.3
C 0.3 -0.2 0.2
C 0.0 0.0 -0.1
C -0.1 0.1 0.0
C 0.1 0.0 0.0
C 0.1 0.2 -0.1
C 0.0 -0.1 0.1
H 0.0 0.1 -0.1
H 0.1 0.1 0.0
H 0.0 0.1 0.0
H 0.1 -0.1 0.1
H -0.1 0.1 0.1
H 0.0 -0.1 -0.1
H -0.1 0.0 0.0
H -0.1 0.1 0.1
H 0.0 -0.1 0.0
H 0.1 0.0 0.1
H 0.0 0.0 0.1
H 0.0 0.0 0.0
H 0.1 0.0 0.0
H -0.1 0.3 0.0
H 0.1 0.1 -0.1
H 0.1 0.0 0.0
H 0.1 0.1 0.0
H 0.0 0.1 0.0
H 0.0 0.0 0.0
H 0.0 0.1 0.0
H 0.0 0.1 0.1
H -0.1 0.0 0.1
H 0.0 -0.1 0.0
H -0.2 0.1 0.0
H 0.0 0.0 0.0
H -0.1 0.0 0.0
H 0.0 0.1 0.0
H 0.1 0.1 0.0
H 0.1 0.0 0.0
C 0.0 0.0 0.0
C -0.1 -0.1 0.1
C 0.1 0.1 -0.1
C -0.1 0.3 0.0
C 0.2 -0.1 0.0
C -0.2 0.0 0.0
P -0.2 -1.5 0.9
C -0.3 1.2 -0.2
C 0.6 -0.3 0.0
C 0.3 -0.2 -0.1
C 0.0 -0.5 -0.1
C -0.3 -0.4 0.0
C -0.3 -0.7 0.3
C -0.1 -0.4 -0.6
C -0.1 1.3 -0.5
C 0.3 -0.4 0.8
C -0.1 -0.7 -0.4
C -0.1 0.5 0.9
C -0.1 -0.3 -0.4
C 0.2 0.0 0.1
C 0.0 -0.1 0.2
C 0.4 -0.5 0.4
C 0.2 1.2 -0.3
H -0.1 0.0 0.0
H 0.0 0.0 0.1
H 0.1 0.0 0.0
H -0.1 0.1 0.0
H 0.0 0.1 0.0
H -0.1 0.0 -0.2
H 0.0 0.0 0.1
H 0.0 0.0 0.0
H 0.0 0.0 0.0
H 0.1 0.0 0.0
H -0.1 0.0 -0.1
H 0.1 -0.1 0.1
H 0.0 -0.1 0.0
H 0.1 -0.2 0.0
H 0.0 0.0 0.0
H -0.2 0.0 -0.1

Values from the calculation:
- ⟨S²⟩ = 6.10
- HOMO (spin up / spin down) (hartree) = -0.240 / -0.238
- relative energy (zero: lowest compared OMol25 entry of this formula, charge and spin) (kcal/mol) = 36.2
- Kohn-Sham gap (spin up / spin down) (eV) = 6.50 / 5.45
- spin multiplicity = 5